## P
Entry from OMol25: one molecule with the formula H2N2O3 (ωB97M-V/def2-TZVPD).

```
! wB97M-V def2-TZVPD RIJCOSX def2/J DEFGRID3
* xyz 0 1
O -0.819 -1.570 -0.774
N 0.141 -0.786 -0.849
N 0.083 0.256 -0.105
O 0.920 1.249 -0.070
O -1.039 0.409 0.880
H 1.853 0.982 -0.063
H -1.140 -0.539 0.980
*
```

Output
SMILES = O=NN(O)O
frontier orbital gap = 10.39 eV
LUMO energy = 0.29 eV

***

## Q
Entry from OMol25: a 2-piece molecular cluster, H2N2O3 overall (ωB97M-V/def2-TZVPD).

```
! wB97M-V def2-TZVPD RIJCOSX def2/J DEFGRID3
* xyz 0 1
N 3.442 -0.114 0.940
N 3.115 0.218 -0.045
O 2.795 0.504 -1.105
O 0.033 0.430 0.088
O 0.449 -0.892 0.273
H -0.347 0.290 -0.721
H 1.273 -0.715 0.698
*
```

Output
SMILES = N#[N+][O-].OO
frontier orbital gap = 11.40 eV
LUMO energy = 1.05 eV

***

The most stable arrangement is Q, and the next structure is 93.2 kJ/mol less stable.

***

## P
Entry from OMol25: one molecule with the formula C4H6ClF (ωB97M-V/def2-TZVPD).

```
! wB97M-V def2-TZVPD RIJCOSX def2/J DEFGRID3
* xyz 0 1
C 0.004 1.370 -0.031
C -0.061 -0.112 -0.061
C 1.189 -0.919 0.091
C -1.315 -0.624 -0.185
F -1.515 -1.936 -0.034
Cl -2.803 0.107 0.050
H -1.006 1.779 -0.295
H 0.728 1.792 -0.777
H 0.250 1.688 1.024
H 1.564 -1.002 -0.967
H 0.996 -1.866 0.631
H 1.970 -0.276 0.554
*
```

Output
SMILES = CC(C)=C(F)Cl
frontier orbital gap = 9.69 eV
LUMO energy = 0.87 eV

***

## Q
Entry from OMol25: one molecule with the formula C4H6ClF (ωB97M-V/def2-TZVPD).

```
! wB97M-V def2-TZVPD RIJCOSX def2/J DEFGRID3
* xyz 0 1
C -0.879 -1.611 0.495
C -0.953 -0.478 -0.239
F -2.038 0.058 -0.843
C 0.371 0.261 -0.591
C 0.794 1.388 0.340
Cl 1.677 -0.973 -0.581
H 0.037 -2.174 0.788
H -1.931 -2.092 0.630
H 0.189 0.614 -1.594
H 1.831 1.587 0.167
H 0.808 1.199 1.436
H 0.093 2.220 -0.005
*
```

Output
SMILES = C=C(F)[C@@H](C)Cl
frontier orbital gap = 10.73 eV
LUMO energy = 0.94 eV

***

## R
Entry from OMol25: one molecule with the formula C4H6ClF (ωB97M-V/def2-TZVPD).

```
! wB97M-V def2-TZVPD RIJCOSX def2/J DEFGRID3
* xyz 0 1
C 0.289 -0.415 -1.421
C 0.497 -0.123 0.080
Cl 2.149 -0.363 0.720
C -0.599 -0.436 1.079
C -0.275 1.006 0.726
F -1.171 1.676 -0.074
H 0.384 -1.470 -1.606
H -0.714 -0.078 -1.630
H 1.025 0.134 -2.007
H -1.538 -0.772 0.678
H -0.241 -0.824 2.014
H 0.192 1.665 1.440
*
```

Output
SMILES = C[C@]1(Cl)C[C@@H]1F
frontier orbital gap = 11.17 eV
LUMO energy = 1.02 eV

***

The most stable arrangement is R, and the next structure is 11.1 kJ/mol less stable.

***

## P
Entry from OMol25: an isolated ion of composition C10H13F2IP and charge +1 (ωB97M-V/def2-TZVPD).

```
! wB97M-V def2-TZVPD RIJCOSX def2/J DEFGRID3
* xyz 1 1
C 0.193 0.301 -1.762
C 1.424 0.693 0.268
C -0.896 -0.147 -1.032
C 0.293 0.441 0.984
C 1.344 0.741 -1.142
C -0.897 0.083 0.377
C -2.828 0.908 1.957
C -1.984 -1.287 2.237
C 2.492 1.107 -2.014
C -2.199 -0.261 1.064
F 4.878 -0.872 -3.490
F 2.348 -1.436 -2.995
P 3.370 -0.607 -2.131
I 3.493 -2.053 -0.279
H 0.365 0.304 -2.878
H 2.244 0.949 0.990
H -1.782 -0.563 -1.503
H 0.356 0.451 1.976
H -3.275 0.557 2.776
H -3.530 1.530 1.316
H -1.953 1.426 2.297
H -1.690 -2.308 1.713
H -2.927 -1.498 2.603
H -1.203 -1.115 2.953
H 2.270 1.295 -3.145
H 3.094 1.873 -1.645
H -3.003 -0.513 0.506
*
```

Output
frontier orbital gap = 6.21 eV
LUMO energy = -6.60 eV

***

## Q
Entry from OMol25: a 2-piece molecular cluster, C10H13F2IP overall (ωB97M-V/def2-TZVPD).

```
! wB97M-V def2-TZVPD RIJCOSX def2/J DEFGRID3
* xyz 1 1
C -1.299 1.606 -0.319
C -1.803 -0.765 -0.803
C 0.023 1.319 -0.102
C -0.437 -1.001 -0.605
C -2.188 0.586 -0.848
C 0.446 0.012 -0.267
C 2.082 -1.629 0.962
C 2.501 0.849 0.891
C -3.530 0.980 -1.262
C 1.836 -0.338 0.192
F -3.970 3.868 -0.094
F -4.147 0.996 1.396
P -5.014 1.081 0.087
I -5.900 -1.163 0.038
H -1.605 2.658 -0.229
H -2.435 -1.505 -1.158
H 0.515 2.119 0.438
H -0.194 -2.012 -0.783
H 3.126 -1.550 1.148
H 1.642 -2.482 0.637
H 1.650 -1.232 1.935
H 2.695 1.637 0.217
H 3.472 0.437 1.234
H 1.834 1.167 1.749
H -3.570 2.076 -1.571
H -3.730 0.181 -2.006
H 2.456 -0.224 -0.799
*
```

Output
frontier orbital gap (alpha / beta) = 5.39 / 5.18 eV
LUMO energy (alpha / beta) = -7.60 / -7.61 eV

***

The most stable arrangement is P, and the next structure is 235.5 kJ/mol less stable.

***

## P
Entry from OMol25: a 3-piece molecular cluster, C3H12N2O3 overall (ωB97M-V/def2-TZVPD).

```
! wB97M-V def2-TZVPD RIJCOSX def2/J DEFGRID3
* xyz 0 1
C -2.366 1.478 -1.117
C -1.468 1.155 0.045
O -1.769 1.309 1.212
N -0.290 0.523 -0.304
C 0.681 0.356 0.792
N 2.032 0.036 0.322
H -2.740 0.563 -1.586
H -3.223 1.984 -0.748
H -1.904 2.066 -1.911
H 0.086 0.786 -1.203
H 0.669 1.262 1.382
H 0.261 -0.497 1.318
H 2.645 0.468 0.986
H 2.177 0.420 -0.606
O 1.223 -5.254 -3.428
H 0.954 -4.328 -3.493
H 2.016 -5.172 -2.881
O 0.610 1.194 3.927
H 0.573 0.231 3.897
H -0.168 1.421 3.396
*
```

Output
SMILES = CC(=O)NCN.O.O
frontier orbital gap = 10.22 eV
LUMO energy = 0.46 eV

***

## Q
Entry from OMol25: a 3-piece molecular cluster, C3H12N2O3 overall (ωB97M-V/def2-TZVPD).

```
! wB97M-V def2-TZVPD RIJCOSX def2/J DEFGRID3
* xyz 0 1
N -1.948 -2.157 0.056
C -1.786 -0.678 -0.267
C -0.438 -0.566 -0.996
N 0.618 -0.579 0.019
C 1.826 -1.191 0.080
O 2.197 -1.333 1.227
H -1.127 -2.667 0.155
H -2.519 -2.327 0.914
H -1.818 -0.036 0.584
H -2.624 -0.301 -0.910
H -0.339 -1.439 -1.621
H -0.498 0.362 -1.550
H 0.245 -0.144 0.824
H 2.407 -1.490 -0.830
O -0.331 2.837 -0.435
H -0.763 3.546 0.040
H 0.125 2.347 0.310
O 1.846 1.798 0.756
H 2.367 2.524 0.365
H 2.560 1.494 1.279
*
```

Output
SMILES = NCCNC=O.O.O
frontier orbital gap = 9.70 eV
LUMO energy = 0.58 eV

***

## R
Entry from OMol25: a 3-piece molecular cluster, C3H12N2O3 overall (ωB97M-V/def2-TZVPD).

```
! wB97M-V def2-TZVPD RIJCOSX def2/J DEFGRID3
* xyz 0 1
C -1.662 -1.543 1.526
C -0.798 -0.441 1.012
O 0.363 -0.299 1.362
N -1.374 0.406 0.116
C -0.644 1.590 -0.320
N 0.377 1.367 -1.317
H -1.258 -1.978 2.429
H -2.667 -1.160 1.752
H -1.821 -2.343 0.805
H -2.342 0.285 -0.123
H -1.348 2.321 -0.694
H -0.104 1.953 0.549
H -0.007 1.067 -2.202
H 1.052 0.687 -1.012
O 0.395 -1.608 -4.799
H 1.050 -1.979 -5.393
H 0.831 -0.946 -4.252
O 3.655 0.942 3.355
H 3.467 0.255 3.998
H 2.833 1.423 3.210
*
```

Output
SMILES = CC(=O)NCN.O.O
frontier orbital gap = 10.18 eV
LUMO energy = 0.65 eV

***

The most stable arrangement is R, and the next structure is 35.2 kJ/mol less stable.